Arrangement a

This record from OMol25 describes C3H5NO in the gas phase. The level of theory is ωB97M-V with the def2-TZVPD basis set.

Last column: Löwdin charge in e.
Atoms and positions in Å:
C: -1.25854 -0.62858 -0.08140  -0.15
C: 0.57843 0.82666 0.01746  -0.21
C: 1.79388 0.06606 -0.22434  -0.21
H: -1.73207 -0.36556 0.93649  0.11
H: -2.00415 -0.96710 -0.77509  0.08
H: -0.60204 -1.51079 0.10027  0.10
H: 0.30713 0.71679 1.14306  0.15
H: 0.78867 1.97059 -0.13120  0.16
N: 2.76003 -0.55822 -0.29156  0.15
O: -0.63134 0.45016 -0.69370  -0.19

Frontier orbital gap: 0.4298 Eh
E_HOMO: -10.9312 eV
Multiplicity: 1

=====

Arrangement b

This record from OMol25 describes C3H5NO in the gas phase. The level of theory is ωB97M-V with the def2-TZVPD basis set.

Last column: Löwdin charge in e.
Atoms and positions in Å:
O: -0.26046 -0.04115 2.16478  0.11
C: -0.19234 -0.00728 0.97081  -0.38
C: -0.17455 -1.06246 -0.12591  -0.12
N: 0.06577 0.02070 -1.11742  -0.05
C: 0.01412 1.08374 -0.08100  -0.12
H: 0.60109 -1.82694 0.00906  0.12
H: -1.13487 -1.57401 -0.23732  0.11
H: 1.00367 -0.05565 -1.49050  0.09
H: 0.91098 1.69386 0.07654  0.12
H: -0.83342 1.76919 -0.16904  0.11

Frontier orbital gap: 0.3933 Eh
E_HOMO: -9.7627 eV
Multiplicity: 1

=====

Relative energies in hartree: arrangement a 0.0083; arrangement b 0.0000

=====

Arrangement a

This record from OMol25 describes C3H5NO in the gas phase. The level of theory is ωB97M-V with the def2-TZVPD basis set.

Last column: Löwdin charge in e.
Atoms and positions in Å:
O: 2.20247 0.30916 0.20135  0.08
C: 1.04534 0.16814 -0.08283  -0.56
C: -0.22783 0.96701 0.23323  -0.06
C: -0.92970 -0.38915 0.04308  -0.10
N: 0.39319 -0.90916 -0.59485  0.07
H: -0.16853 1.39118 1.24256  0.12
H: -0.48689 1.75737 -0.47460  0.11
H: -1.26747 -0.81287 1.00893  0.12
H: -1.38100 -0.65259 -0.88490  0.09
H: 0.82042 -1.82908 -0.69196  0.14

Frontier orbital gap: 0.3928 Eh
E_HOMO: -9.6835 eV
Multiplicity: 1

=====

Arrangement b

This record from OMol25 describes C3H5NO in the gas phase. The level of theory is ωB97M-V with the def2-TZVPD basis set.

Last column: Löwdin charge in e.
Atoms and positions in Å:
C: 0.43870 0.72834 0.04198  -0.24
C: -0.51534 -0.35566 0.06087  -0.18
C: -1.79525 -0.14727 -0.15048  -0.01
H: 2.94353 -0.65840 0.10193  0.11
H: 0.14717 1.80947 -0.02010  0.13
H: 0.00532 -1.32870 0.42142  0.14
H: -2.53362 -0.91797 0.04944  0.05
H: -2.36514 0.88365 -0.30454  0.11
N: 1.68383 0.67860 -0.03245  0.00
O: 1.99080 -0.69206 -0.16807  -0.12

Frontier orbital gap: 0.3758 Eh
E_HOMO: -9.4589 eV
Multiplicity: 1

=====

Arrangement c

This record from OMol25 describes 2 unconnected molecules or ions with the total composition C3H5NO. The level of theory is ωB97M-V with the def2-TZVPD basis set.

Last column: Löwdin charge in e.
Atoms and positions in Å:
C: 1.27230 -1.21435 -0.45414  -0.36
C: -1.88239 -0.08238 -0.02538  0.01
C: 1.55352 -0.01390 0.19368  -0.10
N: 1.11800 -2.28129 -0.76915  0.14
O: -2.59184 -1.02161 0.46592  -0.02
H: -2.21595 -1.69977 1.01824  0.10
H: -2.67002 0.62953 -0.29195  0.01
H: 1.20071 0.88878 -0.35966  0.10
H: 2.60165 -0.03167 0.38000  0.08
H: 0.82087 0.14964 0.92709  0.04

Frontier orbital gap: 0.3509 Eh
E_HOMO: -8.9755 eV
Multiplicity: 1

=====

Arrangement d

This record from OMol25 describes C3H5NO in the gas phase. The level of theory is ωB97M-V with the def2-TZVPD basis set.

Last column: Löwdin charge in e.
Atoms and positions in Å:
C: -1.45908 -0.28625 -0.42217  -0.31
C: 0.64216 -0.42523 0.57127  -0.18
C: 0.84860 0.74443 -0.27791  -0.12
H: -1.83565 -1.28636 -0.57758  0.13
H: 0.01954 -0.31602 1.46170  0.12
H: 1.45139 -1.13269 0.57498  0.10
H: 1.78513 0.76668 -0.87288  0.11
H: 0.54409 1.79171 -0.03145  0.12
N: -0.04034 -0.39250 -0.67860  -0.06
O: -1.95583 0.53622 0.25266  0.10

Frontier orbital gap: 0.4021 Eh
E_HOMO: -9.8832 eV
Multiplicity: 1

=====

Relative energies in hartree: arrangement a 0.0000; arrangement b 0.0646; arrangement c 0.1026; arrangement d 0.0275

=====

Arrangement a

This record from OMol25 describes C8H9NO in the gas phase. The level of theory is ωB97M-V with the def2-TZVPD basis set.

Last column: Löwdin charge in e.
Atoms and positions in Å:
C: -0.90550 0.97883 -1.34835  -0.34
C: -1.65057 1.09028 -0.20600  -0.08
C: -1.22969 0.52047 0.94044  -0.01
C: -0.03223 -0.26745 0.93509  -0.31
C: 1.75616 -1.52337 1.67524  -0.11
C: 1.92760 -1.20430 0.09576  -0.10
C: 0.71360 -0.39341 -0.22696  -0.16
C: 0.32677 0.30435 -1.44573  0.07
H: -2.39872 1.71088 -2.12147  0.09
H: -2.57420 1.67238 -0.17686  0.12
H: -1.84815 0.35624 1.82251  0.11
H: 0.07000 -0.73935 2.85371  0.13
H: 2.51222 -0.92329 2.34005  0.13
H: 1.95400 -2.55390 1.89600  0.09
H: 2.92969 -0.69367 -0.15159  0.13
H: 1.98483 -2.09021 -0.48927  0.09
H: 0.89105 0.44545 -2.38076  0.12
N: 0.46139 -0.88045 1.95706  0.01
O: -1.52341 1.49329 -2.47609  0.01

Frontier orbital gap: 0.2868 Eh
E_HOMO: -6.8375 eV
Multiplicity: 1

=====

Arrangement b

This record from OMol25 describes a molecular structure, C8H9NO. The level of theory is ωB97M-V with the def2-TZVPD basis set.

Last column: Löwdin charge in e.
Atoms and positions in Å:
C: -2.17133 -0.17147 -0.01836  -0.41
C: -1.93011 1.23533 -0.01636  -0.06
C: -0.63583 1.70397 0.12571  -0.04
C: 0.37778 0.72854 0.01212  -0.31
C: 2.46581 -0.17905 -0.14718  -0.25
C: 1.47729 -1.29003 0.06626  -0.14
C: 0.29728 -0.57975 0.06890  -0.26
C: -1.15953 -1.05546 0.00396  0.06
H: -3.49531 -1.42712 0.05239  0.05
H: -2.78305 2.04774 -0.44750  0.18
H: -0.63692 3.06605 0.26298  0.20
H: 1.94850 2.25586 -0.05223  0.27
H: 2.60720 -0.21846 -1.12752  0.07
H: 3.48957 -0.39941 0.22591  0.14
H: 1.59778 -1.74089 1.35224  0.21
H: 1.61693 -2.09264 -0.56461  0.09
H: -1.35773 -2.35322 0.04958  0.19
N: 1.76026 0.99199 0.13894  -0.03
O: -3.46862 -0.52199 0.01478  0.07

Frontier orbital gap: 0.2968 Eh
E_HOMO: -7.1967 eV
Multiplicity: 1

=====

Arrangement c

This record from OMol25 describes C8H9NO in the gas phase. The level of theory is ωB97M-V with the def2-TZVPD basis set.

Last column: Löwdin charge in e.
Atoms and positions in Å:
C: 3.43446 -0.30408 -0.47892  -0.01
C: 2.12598 0.12992 0.12053  -0.48
C: -0.27324 -0.33630 -0.12743  -0.28
C: -1.26941 -1.35446 0.15046  0.04
C: -2.69066 -0.93990 0.17234  -0.08
C: -3.01697 0.36295 0.02162  -0.11
C: -1.96597 1.34772 -0.29940  -0.08
C: -0.66936 0.95391 -0.28887  -0.10
H: 4.12936 -0.98030 0.32884  0.17
H: 3.33349 -0.64912 -1.34313  -0.04
H: 4.10371 0.61930 -0.72758  0.12
H: 1.02243 -1.67468 0.57084  0.23
H: -1.05973 -2.21360 0.34867  -0.01
H: -3.37692 -1.67201 0.34451  0.06
H: -4.15390 0.80025 -0.05358  0.15
H: -2.17296 2.50114 -0.38488  0.14
H: 0.15904 1.69451 -0.55775  0.14
N: 1.06245 -0.81900 -0.24810  0.07
O: 2.06616 1.01863 0.94860  0.09

Frontier orbital gap: 0.3218 Eh
E_HOMO: -8.4440 eV
Multiplicity: 1

=====

Relative energies in hartree: arrangement a 0.0000; arrangement b 0.1754; arrangement c 0.0859

=====

Arrangement a

This record from OMol25 describes C8H14 in the gas phase. The level of theory is ωB97M-V with the def2-TZVPD basis set.

Last column: Löwdin charge in e.
Atoms and positions in Å:
C: 2.83026 1.11342 -1.89856  -0.12
C: 2.64022 1.15868 -0.38726  -0.27
C: 2.17048 -0.19921 0.18703  -0.22
C: -0.27297 -0.62492 0.69239  -0.12
C: 0.72638 -0.42032 -0.15491  -0.13
C: -4.12395 -0.30810 0.57169  -0.11
C: -2.68957 -0.32929 1.00782  -0.17
C: -1.67554 -0.73047 0.26188  -0.13
H: 3.33690 0.18998 -2.17884  0.07
H: 3.33438 1.99406 -2.29453  0.07
H: 1.85934 1.08089 -2.40361  0.06
H: 3.60840 1.43281 0.04500  0.10
H: 1.95829 1.92352 -0.03078  0.10
H: 2.22438 -0.10388 1.28605  0.11
H: 2.92227 -0.94000 -0.07917  0.11
H: -0.03629 -0.74149 1.75302  0.11
H: 0.56790 -0.45270 -1.22806  0.10
H: -4.39722 0.72569 0.31855  0.08
H: -4.77293 -0.44493 1.45658  0.07
H: -4.47605 -1.05138 -0.13627  0.07
H: -2.53065 0.08183 1.99829  0.10
H: -1.83907 -1.20204 -0.69792  0.11

Frontier orbital gap: 0.3561 Eh
E_HOMO: -8.4712 eV
Multiplicity: 1

=====

Arrangement b

This record from OMol25 describes C8H14 in the gas phase. The level of theory is ωB97M-V with the def2-TZVPD basis set.

Last column: Löwdin charge in e.
Atoms and positions in Å:
C: -1.16300 1.17493 1.04400  -0.18
C: -0.99850 -0.34705 1.38438  -0.14
C: -0.32066 -1.06501 0.21322  -0.26
C: 1.17261 -1.28616 0.36109  -0.17
C: 1.90096 -0.08046 -0.22645  -0.18
C: 1.00742 0.29198 -1.38673  -0.17
C: -0.44668 -0.01593 -0.95896  -0.27
C: -1.23524 1.18374 -0.47878  -0.18
H: -2.04977 1.65579 1.55155  0.11
H: -0.28161 1.82623 1.33456  0.11
H: -1.98301 -0.74612 1.49506  0.10
H: -0.42983 -0.51469 2.30987  0.11
H: -0.84956 -1.96089 -0.02687  0.12
H: 1.40971 -2.13307 -0.25485  0.11
H: 1.41723 -1.46980 1.39582  0.10
H: 2.94386 -0.24504 -0.53421  0.11
H: 1.91638 0.66514 0.56311  0.10
H: 1.08279 1.31899 -1.73242  0.10
H: 1.26782 -0.29231 -2.25841  0.11
H: -0.91168 -0.48704 -1.86573  0.14
H: -0.74654 2.08413 -0.88078  0.11
H: -2.28729 1.16251 -0.80729  0.11

Frontier orbital gap: 0.4324 Eh
E_HOMO: -10.6266 eV
Multiplicity: 1

=====

Relative energies in hartree: arrangement a 0.0470; arrangement b 0.0000

=====

Arrangement a

This record from OMol25 describes a molecular structure, C2H4N2S. The level of theory is ωB97M-V with the def2-TZVPD basis set.

Last column: Löwdin charge in e.
Atoms and positions in Å:
C: -0.10300 0.51040 0.21362  -0.08
C: -3.20822 0.24477 -0.00777  -0.98
N: 0.28782 -0.69628 -0.14507  0.07
N: -2.06445 0.62814 0.06636  0.01
S: -4.68084 -0.31831 0.01681  0.55
H: -0.21872 1.29072 -0.49036  0.08
H: -0.12054 -0.95725 -1.09457  0.16
H: 0.58406 -1.32346 0.55484  0.10
H: 0.07400 0.74034 1.23754  0.10

Frontier orbital gap: 0.3018 Eh
E_HOMO: -8.0129 eV
Multiplicity: 1

=====

Arrangement b

This record from OMol25 describes C2H4N2S in the gas phase. The level of theory is ωB97M-V with the def2-TZVPD basis set.

Last column: Löwdin charge in e.
Atoms and positions in Å:
C: -1.44662 -0.70519 0.20289  -0.43
C: 0.91042 -0.47074 -0.26532  -0.05
N: -2.24473 -1.49097 0.27083  0.15
N: -0.43018 0.18914 0.21103  -0.53
S: -0.65286 1.81414 -0.32018  0.73
H: 1.49086 -0.54683 0.62619  0.07
H: 0.62012 -1.45409 -0.64860  0.10
H: 1.46403 0.22634 -0.73135  0.01
H: 0.28896 2.43820 0.65450  -0.05

Frontier orbital gap: 0.3591 Eh
E_HOMO: -9.4128 eV
Multiplicity: 1

=====

Relative energies in hartree: arrangement a 0.0000; arrangement b 0.0184